1.
The following is a DFT calculation (ωB97M-V/def2-TZVPD) of C31H52Br18F5N3O5S as an isolated structure at a distorted geometry.

Last column: Mulliken charge in e.
Cartesian coordinates (Å):
C 2.100 -7.013 1.022  -0.36
O 2.563 -5.887 1.799  -0.33
C 3.237 -4.882 1.036  0.04
C 2.976 -4.862 -0.540  -0.80
O 1.621 -4.618 -0.963  -0.40
C 1.076 -3.376 -0.474  0.82
C -0.483 -3.325 -0.971  -1.09
C -1.288 -4.694 -0.716  0.08
S -2.008 -4.637 1.003  0.11
C -3.707 -3.905 0.763  0.16
N -4.230 -3.116 1.844  -0.17
N -5.482 -2.737 1.408  -0.31
C -5.707 -3.301 0.078  -0.11
O -4.564 -4.034 -0.368  -0.17
C 1.761 -2.039 -1.061  -0.98
C 2.441 -1.087 0.052  -0.41
C 1.418 -0.128 0.826  0.70
F 2.125 0.945 1.474  -0.22
F 0.688 -0.832 1.853  -0.19
F 0.481 0.526 -0.053  -0.28
N 4.753 -4.877 1.216  0.24
C 5.135 -4.307 2.517  0.45
O 4.480 -4.435 3.574  -0.39
F 6.343 -3.524 2.617  -0.24
C 5.334 -6.204 0.974  0.63
O 5.830 -6.611 -0.087  -0.47
F 5.367 -7.091 2.115  -0.23
H 2.940 -7.546 0.425  0.24
H 1.187 -6.783 0.352  0.02
H 1.725 -7.811 1.775  0.30
H 2.909 -3.863 1.482  0.25
H 3.648 -4.018 -0.974  0.27
H 3.329 -5.813 -1.100  0.41
H 1.011 -3.302 0.680  0.18
H -0.573 -2.912 -2.036  0.48
H -0.972 -2.527 -0.284  0.30
H -2.196 -4.676 -1.443  -0.38
H -0.718 -5.652 -0.955  0.25
H -6.700 -3.129 -0.461  0.40
H 0.952 -1.411 -1.593  0.41
H 2.517 -2.329 -1.889  0.41
H 3.168 -0.384 -0.516  0.17
H 3.111 -1.666 0.798  0.08
Br -0.954 -2.374 3.526  0.01
C -1.709 -2.955 5.226  -0.66
C -1.033 -4.207 5.726  -0.55
Br -1.655 -5.781 4.759  -0.15
H -2.782 -3.075 5.072  0.36
H -1.536 -2.124 5.912  0.36
H -1.291 -4.394 6.769  0.34
H 0.053 -4.180 5.625  0.36
Br 2.935 2.407 -2.024  -0.12
C 3.203 3.716 -0.604  -0.02
C 4.652 3.786 -0.191  -0.48
Br 5.139 2.270 0.931  -0.19
H 2.534 3.440 0.213  0.39
H 2.878 4.667 -1.029  -0.26
H 4.834 4.667 0.427  0.32
H 5.342 3.792 -1.035  0.39
Br 7.968 3.645 2.518  -0.14
C 7.213 3.066 4.219  -0.59
C 7.886 1.811 4.717  -0.57
Br 7.255 0.239 3.751  -0.12
H 6.140 2.950 4.067  0.35
H 7.391 3.896 4.905  0.35
H 7.627 1.625 5.761  0.34
H 8.971 1.833 4.615  0.36
Br 2.033 1.630 -5.607  -0.14
C 2.873 3.298 -6.165  -0.54
C 4.325 3.090 -6.521  -0.56
Br 5.430 2.917 -4.925  -0.11
H 2.725 4.014 -5.356  0.31
H 2.306 3.622 -7.040  0.34
H 4.720 3.961 -7.047  0.33
H 4.497 2.198 -7.125  0.36
Br -6.278 2.771 1.496  -0.12
C -6.354 1.869 -0.231  0.27
C -7.194 0.616 -0.157  -0.65
Br -6.223 -0.849 0.712  0.02
H -5.324 1.681 -0.537  0.42
H -6.803 2.596 -0.911  -0.57
H -7.423 0.248 -1.160  0.37
H -8.125 0.753 0.396  0.40
Br -5.538 7.593 5.635  -0.15
C -5.615 6.690 3.909  -0.62
C -6.454 5.438 3.982  -0.32
Br -5.484 3.986 4.848  -0.12
H -4.586 6.501 3.602  0.36
H -6.065 7.415 3.229  0.35
H -6.683 5.070 2.981  0.04
H -7.384 5.574 4.536  0.40
Br -8.374 3.635 -2.562  -0.16
C -7.522 5.318 -3.053  -0.56
C -6.064 5.119 -3.386  -0.59
Br -4.994 4.896 -1.772  -0.12
H -7.685 6.010 -2.226  0.36
H -8.072 5.670 -3.928  0.34
H -5.657 6.005 -3.876  0.35
H -5.880 4.246 -4.012  0.36
Br -3.047 -3.690 -3.421  -0.07
C -3.121 -4.629 -5.127  -0.60
C -3.943 -5.890 -5.022  -0.61
Br -2.947 -7.309 -4.132  -0.14
H -2.092 -4.809 -5.436  0.38
H -3.586 -3.924 -5.819  0.35
H -4.173 -6.283 -6.014  0.36
H -4.871 -5.755 -4.466  0.36
Br 2.601 7.218 1.101  -0.13
C 2.951 8.453 -0.366  -0.54
C 3.344 7.713 -1.620  -0.60
Br 5.190 7.093 -1.525  -0.11
H 3.713 9.151 -0.020  0.37
H 2.012 8.990 -0.515  0.34
H 3.312 8.378 -2.485  0.36
H 2.724 6.838 -1.818  0.31

Results
Lowest unoccupied orbital energy ... -0.23 eV
Frontier orbital gap ... 7.841 eV
HOMO level ... -8.068 eV

=====

2.
The following is a DFT calculation (ωB97M-V/def2-TZVPD) of C31H52CrGeN7P3 as an isolated structure.

Last column: Mulliken charge in e.
Cartesian coordinates (Å):
Cr 0.390 0.688 0.236  -2.36
N 2.243 -1.824 0.746  0.32
P 0.834 -1.645 -0.161  2.41
C 1.296 -2.343 -1.782  0.37
C 1.291 -1.517 -2.899  0.28
C 1.680 -1.994 -4.144  -0.80
C 2.087 -3.313 -4.275  -0.91
C 2.098 -4.150 -3.164  -0.75
C 1.700 -3.669 -1.925  -0.81
C -0.270 -2.958 0.487  -0.21
C -1.211 -3.613 -0.307  -0.37
C -2.115 -4.500 0.261  -0.74
C -2.091 -4.742 1.629  -0.75
C -1.144 -4.111 2.425  -0.79
C -0.236 -3.226 1.854  -0.63
C 2.605 -0.884 1.727  -0.77
C 3.582 -1.159 2.635  -0.73
C 3.919 -0.180 3.635  -1.20
C 3.194 1.007 3.630  -0.93
C 2.212 1.225 2.691  -0.92
N 1.893 0.288 1.680  1.42
H 2.732 -2.705 0.784  0.33
H 0.981 -0.489 -2.770  -0.29
H 1.669 -1.342 -5.009  0.47
H 2.394 -3.692 -5.241  0.40
H 2.413 -5.181 -3.266  0.44
H 1.691 -4.335 -1.069  0.48
H -1.237 -3.437 -1.375  0.51
H -2.837 -5.006 -0.366  0.46
H -2.796 -5.435 2.070  0.41
H -1.101 -4.319 3.487  0.49
H 0.530 -2.766 2.469  0.42
H 4.078 -2.121 2.597  0.46
H 4.698 -0.367 4.358  0.42
H 3.396 1.782 4.360  0.49
H 1.684 2.165 2.656  0.35
C 3.698 0.253 -1.426  -0.93
P 2.298 1.346 -1.015  1.97
C 3.217 2.701 -0.202  -1.43
C 1.893 2.117 -2.642  -1.24
C 0.650 3.005 -2.542  -1.55
P -0.989 2.176 -2.435  1.27
C -1.089 1.345 -4.040  -1.27
C -2.098 3.608 -2.532  -1.52
H 4.504 0.826 -1.887  0.59
H 3.392 -0.556 -2.090  0.22
H 4.060 -0.188 -0.495  0.22
H 3.996 3.094 -0.857  0.54
H 3.672 2.299 0.705  0.41
H 2.559 3.514 0.106  0.37
H 1.768 1.334 -3.393  0.22
H 2.730 2.735 -2.974  0.73
H 0.557 3.601 -3.456  0.81
H 0.744 3.740 -1.737  0.63
H -0.646 1.967 -4.816  0.53
H -2.136 1.161 -4.283  0.37
H -0.577 0.385 -4.007  0.15
H -1.834 4.272 -3.356  0.47
H -2.056 4.161 -1.593  0.35
H -3.118 3.246 -2.663  0.36
C -2.061 1.246 5.177  -1.18
N -1.445 0.425 4.145  0.04
C -0.499 -0.562 4.677  -0.63
C -1.139 0.968 2.912  -0.22
N -0.908 0.271 1.871  0.78
N -1.120 2.368 2.880  0.05
C -0.552 3.171 1.917  0.04
N -0.634 4.498 2.231  -0.46
N 0.055 2.710 0.883  0.78
H -2.495 0.586 5.925  0.31
H -2.873 1.844 4.764  0.38
H -1.340 1.895 5.694  0.40
H 0.237 -0.079 5.325  0.34
H 0.042 -1.040 3.868  -0.06
H -1.040 -1.318 5.245  0.38
H -1.054 -0.712 2.077  -0.42
H -1.205 2.807 3.781  0.33
H -1.391 4.820 2.810  0.21
H -0.290 5.165 1.563  0.23
H 0.413 3.475 0.322  -0.43
C -4.361 0.813 -2.282  -1.47
Ge -2.828 -0.167 -1.541  1.02
C -3.466 -0.920 0.142  -0.87
C -2.400 -1.574 -2.827  -0.85
C -1.381 1.099 -1.135  0.05
H -5.224 0.145 -2.336  0.46
H -4.183 1.197 -3.290  0.38
H -4.627 1.650 -1.632  0.37
H -4.210 -1.693 -0.063  0.42
H -3.941 -0.133 0.733  0.37
H -2.666 -1.370 0.725  -0.10
H -2.575 -1.227 -3.846  0.49
H -3.076 -2.412 -2.642  0.45
H -1.373 -1.935 -2.752  -0.07
H -1.837 1.719 -0.357  0.25

Results
<S²> ... 3.7888
Charge ... +1
Lowest unoccupied orbital energy (spin up / spin down) ... -2.21 / -2.21 eV
Relative energy (zero: lowest compared OMol25 entry of this formula, charge and spin) ... 0.0 kcal per mole
Frontier orbital gap (spin up / spin down) ... 3.977 / 6.623 eV
2S+1 ... 4
HOMO level (spin up / spin down) ... -6.188 / -8.837 eV